No. 1
One molecule with the formula C3H9NO. Source: the Open Molecules 2025 dataset; level of theory: wB97M-V/def2-TZVPD.

The geometry in XYZ format:
```
14
Properties=species:S:1:pos:R:3:lowdin_charge:R:1
O 0.259 0.854 1.830 -0.057
N -0.291 0.426 -1.106 -0.132
C 0.825 -0.080 -0.314 -0.246
C 0.462 -0.359 1.138 -0.281
C -1.193 -0.628 -1.551 -0.152
H 0.083 0.894 -1.929 0.100
H -1.802 -1.010 -0.719 0.067
H 1.605 0.696 -0.283 0.122
H 1.297 -0.938 1.557 0.114
H 1.276 -0.999 -0.752 0.114
H -0.438 -0.974 1.166 0.105
H -1.904 -0.198 -2.284 0.081
H -0.636 -1.511 -1.988 0.085
H -0.080 0.629 2.696 0.079
```

Summary:
SMILES: CNCCO
2S+1: 1
Frontier orbital gap, eV: 9.932
LUMO, hartree: 0.0384

---

No. 2
A 2-piece molecular cluster, C3H9NO overall. Source: the Open Molecules 2025 dataset; level of theory: wB97M-V/def2-TZVPD.

The geometry in XYZ format:
```
14
Properties=species:S:1:pos:R:3:lowdin_charge:R:1
O -0.816 2.012 1.890 -0.060
N -1.139 -1.015 0.202 -0.002
C 0.963 -0.874 -1.050 -0.178
C -0.521 -0.594 -1.050 -0.310
C 1.840 0.003 -0.585 0.001
H 1.187 -1.841 -1.519 0.101
H -0.998 -1.150 -1.853 0.105
H -0.622 0.473 -1.252 0.097
H -2.145 -1.015 0.122 0.064
H -0.381 1.560 2.631 0.046
H -0.874 -0.517 1.035 0.042
H 1.476 0.939 -0.199 0.043
H 2.896 -0.207 -0.622 0.051
H -0.312 1.706 1.127 0.000
```

Summary:
SMILES: C=CCN.O
2S+1: 1
Frontier orbital gap, eV: 10.135
LUMO, hartree: 0.0316

---

No. 3
C3H9NO as an isolated structure in a non-equilibrium geometry. Source: the Open Molecules 2025 dataset; level of theory: wB97M-V/def2-TZVPD.

The geometry in XYZ format:
```
14
Properties=species:S:1:pos:R:3:lowdin_charge:R:1
O -2.934 -1.407 0.972 -0.212
N 2.810 0.083 -1.834 -0.063
C -1.169 0.364 1.090 -0.034
C 0.062 -0.220 0.478 -0.124
C 0.642 0.468 -0.517 0.117
H -2.083 -0.426 0.922 0.006
H 3.749 -0.081 -1.504 -0.034
H -0.937 0.476 2.149 0.097
H -1.477 1.295 0.620 0.090
H 2.714 0.486 -2.753 -0.038
H 0.350 -1.161 0.941 0.130
H 0.086 1.018 -1.271 0.106
H -3.528 -1.200 1.708 -0.005
H 1.715 0.304 -1.001 -0.035
```

Summary:
2S+1: 1
Frontier orbital gap, eV: 4.931
LUMO, hartree: -0.1223

---

No. 4
One molecule with the formula C3H9NO in a non-equilibrium geometry. Source: the Open Molecules 2025 dataset; level of theory: wB97M-V/def2-TZVPD.

The geometry in XYZ format:
```
14
Properties=species:S:1:pos:R:3:lowdin_charge:R:1
O 0.746 1.856 -0.672 -0.060
N -0.124 -1.940 0.675 -0.049
C -0.305 -1.131 -0.541 -0.283
C -0.746 0.170 0.040 -0.246
C 0.259 1.177 0.433 -0.313
H 0.685 -0.856 -1.185 0.148
H -0.085 1.979 1.022 0.104
H 0.381 -1.469 1.436 0.062
H -1.446 0.449 -0.755 0.115
H -1.036 -1.684 -1.025 0.082
H 1.090 0.755 1.027 0.127
H -1.531 -0.057 0.824 0.136
H 0.150 -2.954 0.731 0.086
H 1.446 1.266 -1.016 0.091
```

Summary:
SMILES: NCCCO
2S+1: 1
Frontier orbital gap, eV: 9.926
LUMO, hartree: 0.0362

---

No. 5
A 2-piece molecular cluster, C3H9NO2 overall in a non-equilibrium geometry. Source: the Open Molecules 2025 dataset; level of theory: wB97M-V/def2-TZVPD.

The geometry in XYZ format:
```
15
Properties=species:S:1:pos:R:3:lowdin_charge:R:1
O 0.605 -4.697 -1.087 -0.062
O -1.693 2.418 1.496 0.057
N 1.521 0.152 -0.823 -0.020
C 0.526 1.187 -0.557 -0.285
C -0.687 0.650 0.246 -0.148
C -0.912 1.510 1.460 -0.296
H -1.607 0.709 -0.330 0.110
H 0.910 2.095 -0.123 0.101
H -0.455 -0.388 0.499 0.112
H 0.135 1.498 -1.530 0.113
H 2.138 0.021 -0.018 0.070
H 2.189 0.539 -1.490 0.066
H 1.224 -4.137 -1.554 0.027
H 0.107 -5.275 -1.675 0.033
H -0.225 1.313 2.308 0.123
```

Summary:
SMILES: NCCC=O.O
2S+1: 1
Frontier orbital gap, eV: 10.630
LUMO, hartree: 0.0306

---

No. 6
C3H9NO2 as an isolated structure in a non-equilibrium geometry. Source: the Open Molecules 2025 dataset; level of theory: wB97M-V/def2-TZVPD.

The geometry in XYZ format:
```
15
Properties=species:S:1:pos:R:3:lowdin_charge:R:1
O -2.306 -0.821 0.685 0.079
O -0.481 -1.154 -0.524 -0.039
N 1.268 -0.680 -0.405 -0.146
C -1.358 1.061 -0.473 0.012
C 1.449 0.286 0.594 -0.243
C -1.480 -0.376 -0.086 -0.555
H -2.195 1.707 -0.202 0.092
H -1.285 1.154 -1.566 0.102
H 2.339 -0.895 -0.646 0.125
H 0.634 0.228 1.406 0.108
H 1.200 1.263 0.094 0.075
H -0.661 -2.013 -0.142 0.131
H -0.490 1.482 0.046 0.050
H 1.062 -1.705 -0.018 0.141
H 2.304 0.463 1.238 0.067
```

Summary:
2S+1: 1
Frontier orbital gap, eV: 8.980
LUMO, hartree: 0.0242

---

No. 7
A 2-piece molecular cluster, C3H9NO2 overall in a non-equilibrium geometry. Source: the Open Molecules 2025 dataset; level of theory: wB97M-V/def2-TZVPD.

The geometry in XYZ format:
```
15
Properties=species:S:1:pos:R:3:lowdin_charge:R:1
O 2.586 1.728 2.643 -0.047
O -1.612 -1.886 1.726 -0.008
N -0.415 0.294 -0.579 -0.137
C -0.553 -1.619 1.044 -0.190
C -0.365 0.513 -2.006 -0.159
C -0.689 -1.129 -0.335 -0.257
H -1.331 0.474 -2.574 0.094
H 0.396 -0.113 -2.441 0.078
H -1.778 -1.273 -0.656 0.144
H 1.722 1.821 2.248 0.021
H -0.004 -1.822 -0.813 0.118
H -0.039 1.510 -2.091 0.054
H 2.857 2.637 2.612 0.020
H -1.226 0.799 -0.074 0.153
H 0.451 -1.934 1.297 0.115
```

Summary:
SMILES: CNCC=O.O
2S+1: 1
Frontier orbital gap, eV: 9.943
LUMO, hartree: 0.0165

---

No. 8
A 2-piece molecular cluster, C3H9NO2 overall in a non-equilibrium geometry. Source: the Open Molecules 2025 dataset; level of theory: wB97M-V/def2-TZVPD.

The geometry in XYZ format:
```
15
Properties=species:S:1:pos:R:3:lowdin_charge:R:1
O 1.194 -1.543 -1.258 -0.119
O 0.422 -0.922 1.524 -0.009
N -0.525 0.705 0.177 -0.222
C 0.669 1.572 0.084 -0.040
C -1.407 0.754 -0.953 -0.078
C -0.544 -0.378 0.974 -0.365
H 1.264 -2.518 -1.062 0.066
H -2.464 0.638 -0.579 0.102
H -1.229 -0.163 -1.630 0.111
H 0.534 2.597 0.403 0.075
H -1.225 1.615 -1.559 0.075
H 0.710 -1.012 -0.529 0.017
H 1.095 1.663 -0.979 0.122
H -1.604 -0.925 1.082 0.177
H 1.355 1.203 0.857 0.090
```

Summary:
SMILES: CN(C)C=O.O
2S+1: 1
Frontier orbital gap, eV: 10.532
LUMO, hartree: 0.0293

---

No. 9
A 3-piece molecular cluster, C3H9NO2 overall in a non-equilibrium geometry. Source: the Open Molecules 2025 dataset; level of theory: wB97M-V/def2-TZVPD.

The geometry in XYZ format:
```
15
Properties=species:S:1:pos:R:3:lowdin_charge:R:1
O 2.020 -1.005 -1.215 -0.197
O 2.472 1.266 -0.340 -0.335
N -2.101 -1.765 -0.042 0.200
C -0.314 0.606 0.174 -0.073
C -2.401 -0.702 0.591 -0.198
C -1.610 0.501 0.720 0.065
H 3.294 1.758 -0.276 -0.058
H -0.149 -0.129 -0.604 0.070
H 2.198 -0.012 -0.897 -0.066
H -2.003 1.270 1.377 0.129
H -3.382 -0.704 1.068 0.110
H -1.176 -1.722 -0.484 0.074
H -0.087 1.615 -0.206 0.127
H 2.715 -1.499 -0.777 -0.003
H 0.524 0.523 0.912 0.155
```

Summary:
2S+1: 1
Frontier orbital gap, eV: 4.021
LUMO, hartree: -0.1486

---

No. 10
One molecule with the formula C3H9NO2 in a non-equilibrium geometry. Source: the Open Molecules 2025 dataset; level of theory: wB97M-V/def2-TZVPD.

The geometry in XYZ format:
```
15
Properties=species:S:1:pos:R:3:lowdin_charge:R:1
O 2.642 -0.396 0.106 -0.090
O -2.364 0.936 -1.183 -0.059
N -0.477 -0.415 -0.344 -0.037
C -1.863 -0.078 -0.312 -0.323
C 0.368 0.343 0.591 -0.206
C 1.572 -0.473 1.062 -0.260
H -0.112 -0.224 -1.270 0.118
H -1.878 1.752 -1.006 0.081
H -0.240 0.634 1.441 0.113
H 1.263 -1.516 1.182 0.115
H -2.153 0.236 0.706 0.114
H 0.894 1.159 0.076 0.120
H -2.508 -0.943 -0.480 0.115
H 1.970 -0.065 1.992 0.109
H 3.235 -1.130 0.350 0.090
```

Summary:
SMILES: OCCNCO
2S+1: 1
Frontier orbital gap, eV: 10.225
LUMO, hartree: 0.0347

---

No. 11
A 3-piece molecular cluster, C3H9NO2 overall in a non-equilibrium geometry. Source: the Open Molecules 2025 dataset; level of theory: wB97M-V/def2-TZVPD.

The geometry in XYZ format:
```
15
Properties=species:S:1:pos:R:3:lowdin_charge:R:1
O -0.453 0.347 0.451 -0.068
O -0.859 -1.887 0.259 0.086
N 1.644 -0.538 0.403 0.010
C 2.371 0.602 -0.098 -0.201
C -2.489 0.600 -0.317 0.035
C -0.438 -0.713 -0.214 -0.464
H -0.940 -1.817 1.223 0.132
H -2.874 0.773 0.678 0.012
H 3.455 0.428 -0.002 0.080
H 1.676 -0.528 1.423 0.060
H 2.170 0.730 -1.166 0.069
H 2.153 1.550 0.413 0.075
H -2.914 -0.247 -0.842 0.012
H -2.222 1.457 -0.919 0.013
H -0.281 -0.757 -1.292 0.151
```

Summary:
2S+1: 1
Frontier orbital gap (spin up / spin down), eV: 7.325 / 10.049
LUMO (spin up / spin down), hartree: 0.0039 / 0.0328

---

No. 12
A 2-piece molecular cluster, C3H9NO2 overall in a non-equilibrium geometry. Source: the Open Molecules 2025 dataset; level of theory: wB97M-V/def2-TZVPD.

The geometry in XYZ format:
```
15
Properties=species:S:1:pos:R:3:lowdin_charge:R:1
O -0.438 -2.603 -0.435 -0.137
O 1.075 2.159 0.456 0.026
N 0.636 0.401 -0.878 0.142
C 0.122 -2.434 0.885 -0.144
C -1.226 1.804 0.038 -0.004
C 0.227 1.517 -0.129 -0.594
H 1.585 0.085 -0.914 0.100
H 0.645 -1.488 0.982 0.055
H -1.799 0.930 -0.272 0.075
H -1.265 2.013 1.100 0.090
H -1.385 2.652 -0.627 0.093
H -1.356 -2.834 -0.305 0.064
H -0.086 -0.163 -1.297 0.074
H -0.579 -2.483 1.733 0.084
H 0.801 -3.287 0.930 0.077
```

Summary:
SMILES: CC(N)=O.CO
2S+1: 1
Frontier orbital gap, eV: 10.309
LUMO, hartree: 0.0232

---

Energy relative to the best compared isomer or geometry (same formula, charge and spin) (kcal per mole)
28.29, 36.44, 207.35, 49.01, 40.46, 115.68, 63.84, 44.07, 152.21, 43.84, 141.39, 27.01